DFT (the ωB97M-V functional and the def2-TZVPD basis) results for a cluster of 2 separate species, C4H8OS2 in total at a distorted geometry.

structure (SMILES) = C=C(S)S.CC=O
HOMO energy = -9.0 eV
multiplicity = 1
Kohn-Sham gap = 0.35166 Ha
net charge = 0
relative energy (zero: lowest compared OMol25 entry of this formula, charge and spin) = 53.8 kcal per mole

Last column: Mulliken charge in e.
Positions of all 15 atoms, in Å:
C (-1.8529, -0.2478, 1.6909)  -0.6262
C (1.9956, -0.1145, 0.0662)  0.2377
C (-1.6524, 0.3290, 0.5010)  0.0100
C (2.1693, -0.5995, -1.3489)  -0.7874
O (2.4467, 0.9474, 0.4105)  -0.4803
S (-1.6355, -0.6374, -1.0822)  -0.1974
S (-1.0170, 1.9679, 0.0518)  -0.1611
H (-1.9834, 0.1765, 2.5875)  0.3907
H (-2.2719, -1.1827, 1.5595)  0.3039
H (1.5196, -0.9620, 0.7500)  0.2126
H (3.1522, -0.3452, -1.7757)  0.3270
H (1.6309, 0.1558, -1.9406)  0.2260
H (1.8441, -1.6464, -1.4905)  0.2741
H (-2.9662, -0.4836, -1.1750)  0.1550
H (-1.3792, 2.6425, 1.1955)  0.1155